Formula: C3H3N2O2
Source: the OMol25 dataset
Level of theory: ωB97M-V/def2-TZVPD

Computed properties:
- Structure (SMILES): O=C=[NH+][C@@H]1NC1=O
- Charge: +1
- HOMO level: -14.71 eV
- Lowest unoccupied orbital energy: -5.80 eV
- Relative energy (zero: lowest compared OMol25 entry of this formula, charge and spin): 3.053 eV

Each line ends with the Mulliken charge.
Atoms and positions in Å:
O: 3.269 -0.240 -0.167  -0.106
C: 2.182 -0.283 0.153  0.643
N: 0.973 -0.306 0.349  -0.133
C: -0.221 -0.107 -0.476  -0.172
N: -1.299 0.862 0.035  -0.198
C: -1.764 -0.316 0.010  0.509
O: -2.480 -1.234 0.051  -0.373
H: 0.647 -0.332 1.269  0.279
H: 0.159 0.134 -1.536  0.301
H: -1.466 1.822 0.312  0.249

Cartesian forces (eV/Å) of the 2 atoms listed first:
-0.23 -0.22 0.44
2.71 0.45 -1.75

---

Formula: C5H9NOS
Source: the OMol25 dataset
Level of theory: ωB97M-V/def2-TZVPD

Computed properties:
- Multiplicity: 3
- HOMO level (alpha / beta): -5.44 / -9.03 eV
- Lowest unoccupied orbital energy (alpha / beta): 0.83 / -2.62 eV
- Relative energy (zero: lowest compared OMol25 entry of this formula, charge and spin): 1.337 eV

Each line ends with the Mulliken charge.
Atoms and positions in Å:
C: 0.197 1.105 0.171  0.349
C: 1.072 -0.230 0.042  -0.557
C: 2.433 -0.273 0.795  -0.350
C: -1.778 0.448 -1.455  -1.002
C: -1.363 1.070 -0.211  0.051
N: 2.955 -1.329 1.194  -0.387
O: 0.571 2.123 0.661  -0.535
S: -1.977 0.253 1.407  -0.165
H: 0.483 -1.011 0.534  0.210
H: 1.161 -0.635 -0.965  0.395
H: 2.918 0.647 0.677  0.413
H: -2.248 -0.556 -1.327  0.309
H: -0.830 0.444 -2.121  0.268
H: -2.537 1.109 -1.878  0.288
H: -1.606 2.165 -0.174  0.319
H: 3.873 -1.220 1.618  0.272
H: -2.228 -0.780 0.604  0.122

Cartesian forces (eV/Å) of the 2 atoms listed first:
-0.75 -1.65 -0.87
-0.36 -0.05 1.42

---

Formula: C26H71BN6O4
Source: the OMol25 dataset
Level of theory: ωB97M-V/def2-TZVPD

Computed properties:
- Charge: +4
- HOMO level: -18.84 eV
- Lowest unoccupied orbital energy: -8.23 eV
- Relative energy (zero: lowest compared OMol25 entry of this formula, charge and spin): 1.602 eV

Each line ends with the Mulliken charge.
Atoms and positions in Å:
B: 0.461 -0.179 -0.421  2.311
H: 1.286 -0.979 -0.300  -0.208
H: -0.185 -0.454 -1.338  -0.370
H: -0.214 -0.171 0.516  -0.739
H: 0.946 0.857 -0.611  -0.388
C: -1.033 0.660 6.894  -1.228
C: -1.202 -0.285 5.700  -0.378
N: -0.066 -0.364 4.797  0.281
C: -0.118 -0.102 3.443  -0.763
C: 1.162 -0.059 3.021  -0.719
N: 1.984 -0.233 4.091  0.212
C: 1.210 -0.446 5.186  -0.475
C: 3.432 -0.442 4.032  -0.920
H: -2.006 0.927 7.298  0.381
H: -0.529 1.546 6.503  0.348
H: -0.448 0.236 7.709  0.366
H: -2.072 0.055 5.133  0.338
H: -1.562 -1.277 5.984  0.309
H: -1.027 0.096 2.905  0.730
H: 1.588 -0.011 2.032  0.822
H: 1.545 -0.358 6.208  0.539
H: 3.641 -1.031 3.140  0.355
H: 3.808 -0.959 4.908  0.379
H: 3.920 0.521 3.887  0.327
C: -0.851 -4.617 3.200  -0.834
N: 0.492 -5.164 2.801  0.150
C: 1.549 -4.324 3.435  -1.055
C: 0.565 -6.583 3.342  -0.932
C: 0.588 -5.251 1.295  -0.725
C: 1.093 -4.030 0.572  -0.594
O: 0.113 -3.000 0.593  -0.476
H: -1.676 -5.166 2.750  0.361
H: -0.863 -3.609 2.786  0.296
H: -0.963 -4.667 4.280  0.382
H: 2.474 -4.700 3.005  0.447
H: 1.513 -4.327 4.521  0.362
H: 1.359 -3.286 3.156  0.371
H: 0.511 -6.518 4.431  0.424
H: 1.546 -7.014 3.159  0.429
H: -0.271 -7.205 3.035  0.390
H: -0.401 -5.559 0.959  0.401
H: 1.229 -6.073 0.969  0.356
H: 1.288 -4.296 -0.472  0.502
H: 2.095 -3.742 0.911  0.345
H: 0.505 -2.141 0.285  -0.171
C: 3.935 1.278 -6.649  -0.905
N: 3.504 0.900 -5.253  0.061
C: 4.234 -0.345 -4.751  -0.840
C: 3.752 2.075 -4.350  -0.861
C: 2.006 0.627 -5.286  -1.216
C: 1.320 0.432 -3.933  0.658
O: 1.982 -0.427 -3.048  -0.549
H: 5.008 1.432 -6.718  0.384
H: 3.343 2.147 -6.921  0.445
H: 3.712 0.437 -7.306  0.385
H: 4.212 -0.440 -3.675  0.291
H: 5.274 -0.147 -5.009  0.444
H: 3.783 -1.164 -5.300  0.332
H: 4.553 2.686 -4.759  0.397
H: 3.983 1.853 -3.311  0.278
H: 2.847 2.680 -4.305  0.405
H: 1.750 -0.115 -6.038  0.459
H: 1.631 1.569 -5.693  0.452
H: 0.259 0.195 -4.094  0.286
H: 1.119 1.384 -3.415  -0.259
H: 1.691 -0.297 -2.121  0.095
C: 0.176 5.678 -1.479  -0.815
N: -0.239 4.625 -0.461  -0.051
C: -0.975 5.426 0.615  -0.904
C: -1.187 3.654 -1.150  -0.672
C: 0.936 3.917 0.224  -0.692
C: 0.574 3.189 1.516  -0.536
O: -0.378 2.154 1.299  -0.345
H: 0.998 6.218 -1.012  0.416
H: -0.709 6.261 -1.692  0.395
H: 0.647 5.141 -2.301  0.326
H: -1.693 6.033 0.069  0.408
H: -0.315 6.051 1.206  0.351
H: -1.561 4.696 1.168  0.377
H: -1.549 3.010 -0.360  0.430
H: -0.610 3.174 -1.938  0.067
H: -1.932 4.256 -1.668  0.398
H: 1.686 4.673 0.460  0.494
H: 1.310 3.219 -0.524  0.297
H: 0.206 3.881 2.274  0.692
H: 1.494 2.819 1.982  0.311
H: 0.104 1.471 0.774  -0.634
C: -3.071 -1.729 -1.101  -0.797
N: -3.676 -0.412 -1.527  0.364
C: -3.768 0.489 -0.301  -0.963
C: -2.801 0.163 -2.614  -0.378
C: -5.073 -0.683 -2.057  -0.579
C: -5.931 0.549 -2.286  -0.597
O: -5.306 1.499 -3.152  -0.493
H: -3.171 -2.402 -1.949  0.386
H: -3.588 -2.107 -0.223  0.413
H: -2.022 -1.531 -0.891  0.114
H: -3.871 1.512 -0.658  0.468
H: -2.867 0.312 0.276  0.148
H: -4.726 0.275 0.164  0.366
H: -3.230 1.132 -2.850  0.474
H: -2.852 -0.460 -3.505  0.327
H: -1.789 0.141 -2.218  -0.178
H: -5.585 -1.323 -1.337  0.429
H: -4.959 -1.285 -2.959  0.425
H: -6.046 1.120 -1.353  0.236
H: -6.977 0.329 -2.503  0.528
H: -5.992 1.824 -3.748  0.318

Cartesian forces (eV/Å) of the 2 atoms listed first:
-0.30 0.01 -0.14
1.38 -0.86 0.15

---

Formula: C20H23N3O3S
Source: the OMol25 dataset
Level of theory: ωB97M-V/def2-TZVPD

Computed properties:
- Structure (SMILES): COC[C@H](C)n1c(C)cc(C(=O)CSc2nc3ccccc3c(=O)[nH]2)c1C
- HOMO level: -8.26 eV
- Lowest unoccupied orbital energy: 0.54 eV
- Relative energy (zero: lowest compared OMol25 entry of this formula, charge and spin): 1.404 eV

Each line ends with the Mulliken charge.
Atoms and positions in Å:
C: -5.440 -0.824 2.900  -0.701
O: -5.895 -1.027 1.585  -0.399
C: -4.884 -1.161 0.615  -0.738
C: -4.323 0.204 0.164  0.255
C: -5.281 0.914 -0.792  -1.387
N: -2.986 0.107 -0.387  0.390
C: -2.550 -0.722 -1.401  0.223
C: -3.370 -1.763 -2.080  -1.684
C: -1.240 -0.438 -1.648  -0.478
C: -0.842 0.602 -0.762  1.074
C: 0.458 1.229 -0.677  0.470
O: 0.759 2.108 0.108  -0.678
C: 1.496 0.724 -1.674  -0.945
S: 1.952 -1.001 -1.313  -0.274
C: 3.551 -0.789 -0.627  0.218
N: 4.116 0.359 -0.629  -0.261
C: 5.372 0.462 -0.089  0.057
C: 5.999 1.712 -0.071  -0.396
C: 7.262 1.838 0.459  -0.323
C: 7.931 0.731 0.980  -0.570
C: 7.328 -0.506 0.972  -0.514
C: 6.046 -0.656 0.440  0.236
C: 5.394 -1.962 0.426  0.401
O: 5.848 -3.005 0.840  -0.680
N: 4.117 -1.927 -0.136  -0.080
C: -1.963 0.912 0.004  0.458
C: -2.080 1.937 1.071  -1.728
H: -4.939 0.143 3.026  0.272
H: -4.751 -1.620 3.206  0.319
H: -6.324 -0.848 3.533  0.260
H: -4.064 -1.785 0.999  0.495
H: -5.366 -1.673 -0.220  0.166
H: -4.238 0.818 1.065  0.069
H: -5.378 0.375 -1.730  0.233
H: -6.261 0.979 -0.326  0.453
H: -4.924 1.919 -1.009  0.333
H: -2.818 -2.121 -2.945  0.422
H: -3.556 -2.613 -1.425  0.260
H: -4.327 -1.376 -2.422  0.308
H: -0.627 -0.932 -2.375  0.442
H: 1.111 0.750 -2.692  0.523
H: 2.418 1.298 -1.579  0.523
H: 5.468 2.559 -0.475  0.466
H: 7.743 2.805 0.472  0.386
H: 8.923 0.847 1.391  0.396
H: 7.820 -1.381 1.371  0.451
H: 3.606 -2.801 -0.173  0.228
H: -2.304 1.480 2.036  0.306
H: -1.129 2.456 1.152  0.384
H: -2.858 2.665 0.842  0.356

Cartesian forces (eV/Å) of the 2 atoms listed first:
0.06 0.01 0.07
-0.19 0.09 -0.20

---

Formula: C6H31B4NO2Sn
Source: the OMol25 dataset
Level of theory: ωB97M-V/def2-TZVPD

Computed properties:
- Charge: -2
- HOMO level: 1.28 eV
- Lowest unoccupied orbital energy: 5.18 eV
- Relative energy (zero: lowest compared OMol25 entry of this formula, charge and spin): 12.872 eV

Each line ends with the Mulliken charge.
Atoms and positions in Å:
Sn: 0.590 -0.199 0.432  -2.186
B: 1.699 1.213 2.188  1.624
H: 1.539 1.559 1.179  -0.381
H: 1.130 0.313 2.365  -0.215
H: 2.753 1.003 2.284  -0.437
H: 1.404 1.981 2.887  -0.522
B: 2.105 0.791 -1.032  0.675
H: 2.865 1.074 -1.744  -0.268
H: 2.326 -0.197 -0.659  0.273
H: 2.012 1.517 -0.239  -0.147
H: 1.170 0.701 -1.563  -0.580
B: 2.632 -1.112 1.009  2.114
H: 3.457 -1.772 1.229  -0.407
H: 1.717 -1.534 1.394  -0.350
H: 2.859 -0.159 1.461  -0.287
H: 2.616 -0.997 -0.064  -0.846
B: -0.511 1.619 -0.489  2.839
H: 0.129 0.998 -1.097  -1.139
H: -1.101 1.015 0.183  -1.004
H: 0.099 2.291 0.094  -0.220
H: -1.145 2.184 -1.155  -0.310
C: 1.072 -0.351 -3.535  -1.015
O: 0.452 -0.952 -2.450  0.039
C: -0.916 -1.342 -2.763  -0.692
C: -1.553 -1.852 -1.459  -1.010
N: -1.656 -0.806 -0.427  -0.293
C: -2.352 -1.312 0.708  -1.006
C: -2.530 -0.182 1.775  -0.689
O: -1.229 0.310 2.226  -0.033
C: -1.444 1.359 3.143  -0.928
H: 2.101 -0.059 -3.322  0.300
H: 0.443 0.451 -3.922  0.361
H: 1.173 -1.099 -4.321  0.342
H: -1.055 -2.179 -3.446  0.445
H: -1.498 -0.503 -3.144  0.366
H: -0.980 -2.723 -1.139  0.299
H: -2.572 -2.212 -1.604  0.495
H: -2.198 -0.071 -0.859  0.265
H: -1.691 -2.064 1.140  0.432
H: -3.277 -1.819 0.433  0.482
H: -3.111 -0.513 2.636  0.435
H: -3.061 0.646 1.305  0.329
H: -1.783 0.935 4.089  0.313
H: -2.171 2.150 2.960  0.328
H: -0.513 1.898 3.317  0.206

Cartesian forces (eV/Å) of the 2 atoms listed first:
0.31 -0.75 0.47
-0.05 1.34 1.34

---

Formula: C34H39ClIKN5O4
Source: the OMol25 dataset
Level of theory: ωB97M-V/def2-TZVPD

Computed properties:
- Charge: -1
- HOMO level: -3.92 eV
- Lowest unoccupied orbital energy: 1.96 eV
- Relative energy (zero: lowest compared OMol25 entry of this formula, charge and spin): 0.698 eV

Each line ends with the Mulliken charge.
Atoms and positions in Å:
K: 1.915 -1.196 0.666  0.559
I: 0.769 -0.651 3.878  -0.017
C: 0.885 1.450 3.647  -0.148
C: 0.933 2.185 4.799  -0.632
C: 1.008 3.595 4.715  -0.443
C: 1.028 4.204 3.493  -0.828
C: 0.982 3.443 2.295  1.160
C: 1.016 4.079 1.027  -0.858
C: 0.965 3.323 -0.110  -0.900
C: 0.873 1.909 -0.028  0.107
C: 0.851 1.192 1.157  -1.147
C: 0.906 2.012 2.335  0.964
H: 0.920 1.696 5.764  0.369
H: 1.047 4.182 5.626  0.360
H: 1.082 5.288 3.419  0.314
H: 1.093 5.161 0.984  0.308
H: 1.008 3.814 -1.081  0.383
H: 0.828 1.372 -0.982  0.242
C: 8.308 -3.563 1.213  -1.265
C: 6.802 -3.385 1.026  -1.119
C: 6.203 -2.096 1.655  2.420
C: 6.519 -2.015 3.148  -1.082
C: 5.893 -0.805 3.843  -1.363
C: 6.802 -0.885 0.946  -0.064
O: 7.914 -0.456 1.210  -0.675
N: 6.021 -0.311 -0.015  -0.006
C: 4.787 -0.837 -0.496  0.367
O: 4.324 -0.329 -1.516  -0.721
N: 4.187 -1.804 0.219  -0.908
C: 4.686 -2.202 1.414  0.243
O: 3.962 -2.739 2.256  -0.693
H: 8.658 -4.411 0.620  0.414
H: 8.559 -3.762 2.257  0.281
H: 8.858 -2.674 0.902  0.315
H: 6.270 -4.223 1.482  0.464
H: 6.552 -3.399 -0.038  0.404
H: 7.602 -1.976 3.260  0.434
H: 6.157 -2.936 3.610  0.409
H: 6.242 0.128 3.393  0.317
H: 6.167 -0.782 4.899  0.428
H: 4.804 -0.838 3.782  0.304
H: 6.405 0.463 -0.532  0.272
C: -6.211 1.365 -0.117  -1.826
C: -4.702 1.593 -0.245  1.942
C: -4.448 3.105 -0.394  -1.936
C: -4.023 1.157 1.060  -2.103
C: -4.125 0.818 -1.475  2.081
O: -2.766 1.185 -1.689  -0.625
C: -4.970 1.080 -2.747  -1.246
C: -4.240 0.902 -4.086  -1.428
C: -4.012 -0.522 -4.533  -0.174
C: -5.086 -1.356 -4.833  0.219
C: -4.890 -2.672 -5.220  -0.905
C: -3.598 -3.166 -5.308  0.482
Cl: -3.344 -4.822 -5.783  -0.238
C: -2.510 -2.361 -5.021  -0.896
C: -2.727 -1.045 -4.637  0.117
C: -4.089 -0.716 -1.273  -1.679
N: -3.023 -1.203 -0.415  1.162
C: -1.694 -1.125 -0.592  -0.217
N: -1.066 -1.661 0.429  -0.085
C: -2.086 -2.118 1.204  -0.438
N: -3.294 -1.868 0.739  -1.159
H: -6.567 1.850 0.796  0.501
H: -6.463 0.303 -0.036  0.314
H: -6.768 1.789 -0.957  0.339
H: -4.979 3.633 0.402  0.493
H: -4.797 3.518 -1.344  0.278
H: -3.388 3.353 -0.270  0.522
H: -4.306 1.848 1.861  0.569
H: -2.933 1.174 0.970  0.327
H: -4.322 0.154 1.363  0.322
H: -2.674 2.142 -1.648  0.487
H: -5.344 2.104 -2.722  0.618
H: -5.852 0.431 -2.714  0.541
H: -3.279 1.412 -4.032  0.384
H: -4.828 1.414 -4.852  0.455
H: -6.099 -0.973 -4.760  0.374
H: -5.731 -3.316 -5.449  0.399
H: -1.506 -2.761 -5.087  0.419
H: -1.875 -0.417 -4.396  0.348
H: -3.992 -1.191 -2.247  0.339
H: -5.015 -1.064 -0.828  0.126
H: -1.241 -0.594 -1.417  0.377
H: -1.931 -2.599 2.161  0.453

Cartesian forces (eV/Å) of the 2 atoms listed first:
-1.33 -0.26 0.11
-0.01 0.20 0.01

---

Formula: CH6OSi
Source: the OMol25 dataset
Level of theory: ωB97M-V/def2-TZVPD

Computed properties:
- HOMO level (alpha / beta): -8.97 / -8.97 eV
- Lowest unoccupied orbital energy (alpha / beta): -0.88 / -0.88 eV
- Relative energy (zero: lowest compared OMol25 entry of this formula, charge and spin): 4.052 eV

Each line ends with the Mulliken charge.
Atoms and positions in Å:
C: 1.067 0.208 0.882  -0.977
O: -2.448 0.309 -0.171  -0.783
Si: 0.181 -0.285 -0.718  0.714
H: 1.736 -0.487 1.338  0.351
H: 1.584 1.098 0.579  0.299
H: 0.362 0.708 1.612  0.329
H: -3.013 -0.250 -0.721  0.237
H: -0.239 -1.554 -0.935  -0.097
H: 0.771 0.255 -1.865  -0.074

Cartesian forces (eV/Å) of the 2 atoms listed first:
-2.09 1.60 -0.39
2.71 -0.20 -0.41

---

Formula: C3H11NO
Source: the OMol25 dataset
Level of theory: ωB97M-V/def2-TZVPD

Computed properties:
- Structure (SMILES): CCCN.O
- HOMO level: -8.92 eV
- Lowest unoccupied orbital energy: 0.87 eV
- Relative energy (zero: lowest compared OMol25 entry of this formula, charge and spin): 1.871 eV

Each line ends with the Mulliken charge.
Atoms and positions in Å:
C: 1.893 -0.129 1.054  -1.117
C: 0.761 -0.649 2.079  -0.377
C: -0.524 -1.038 1.347  -0.438
N: -0.773 -0.562 -0.135  -0.495
H: 2.851 0.117 1.464  0.379
H: 1.398 0.710 0.479  0.228
H: 2.256 -0.927 0.413  0.311
H: 1.188 -1.434 2.617  0.337
H: 0.568 0.067 2.947  0.246
H: -1.409 -0.770 1.966  0.285
H: -0.511 -2.049 1.283  0.254
H: -1.719 -0.334 -0.189  0.212
H: -0.115 0.054 -0.448  0.177
O: -2.227 2.182 -4.591  -0.641
H: -1.270 2.436 -4.690  0.318
H: -2.369 2.325 -5.597  0.323

Cartesian forces (eV/Å) of the 2 atoms listed first:
-2.08 0.05 0.35
1.04 2.96 -0.73